(1)
The following is a DFT calculation (ωB97M-V/def2-TZVPD) of an isolated molecule of C11H13NOS in a non-equilibrium geometry.

Geometry as XYZ:
```
27
Properties=species:S:1:pos:R:3:forces:R:3:mulliken_charge:R:1
S 1.238563 2.024656 -0.114931 -1.442 1.172 0.770 0.28
O 2.098208 2.657915 0.927792 -0.794 -0.959 -0.682 -0.51
N 1.187860 0.267430 0.124845 0.646 1.700 -0.920 0.13
C 0.078381 -0.415098 -0.120916 -1.422 -1.273 -0.803 0.04
C -4.175158 0.423175 -0.032322 2.937 -1.280 0.115 -0.53
C 2.541892 -0.271209 -0.083937 0.418 -1.797 -0.100 0.39
C -1.895300 1.313619 0.173225 1.309 -1.466 0.154 1.80
C -3.544253 -0.925425 -0.346016 -0.150 0.997 -0.087 -0.74
C -3.298079 1.397076 0.296572 -2.836 1.517 -0.143 -0.61
C 2.695901 -1.384925 -1.185113 -2.540 -0.507 -1.183 -1.47
C 3.062052 -0.696657 1.251511 1.446 -0.321 1.088 -1.48
C -2.147194 -1.080394 -0.320140 -4.494 -0.662 -0.375 -0.79
C -1.269705 -0.008516 -0.077689 1.608 0.057 0.070 0.52
C -1.366761 2.506921 0.220754 4.928 -4.199 -1.859 -1.27
H -1.791994 -2.094847 -0.481371 0.233 0.260 -0.086 0.30
H 3.029948 0.087856 2.007761 -0.004 0.324 -0.327 0.35
H 4.100204 -0.991377 1.131566 0.444 0.191 -0.027 0.44
H 3.225066 0.512706 -0.393360 -0.384 0.558 -0.183 0.35
H 2.214933 -2.379479 -0.948153 0.686 0.943 0.459 0.34
H 3.715815 -1.619674 -1.532212 -0.345 0.563 0.447 0.37
H 2.664412 -1.555657 1.761805 -1.000 -0.564 -0.339 0.32
H -1.530812 3.430244 0.505416 -0.768 4.290 1.448 0.41
H -5.213042 0.666694 0.026099 -0.586 -0.472 -0.208 0.40
H 2.042049 -1.120965 -2.101977 1.330 0.083 1.144 0.36
H -3.631424 2.469850 0.476182 -0.059 -1.608 0.033 0.21
H -4.275224 -1.710297 -0.654229 1.128 0.381 0.485 0.30
H 0.243666 -1.503615 -0.511168 -0.288 2.072 1.110 0.07
```
Forces are in eV/Å.

## Properties
Electronic energy, hartree: -954.91062
HOMO energy (alpha / beta), eV: -7.08 / -7.00
Relative energy (zero: lowest compared OMol25 entry of this formula, charge and spin), kJ/mol: 632.8
Gap between HOMO and LUMO (alpha / beta), eV: 6.6 / 6.7
LUMO level (alpha / beta), eV: -0.524 / -0.293

---

(2)
The following is a DFT calculation (ωB97M-V/def2-TZVPD) of a cluster of 8 separate species, C14H26Cl18 in total in a non-equilibrium geometry.

Geometry as XYZ:
```
58
Properties=species:S:1:pos:R:3:forces:R:3:mulliken_charge:R:1
Cl -0.879605 -0.187586 -2.067734 -0.326 -0.288 -0.640 0.07
Cl 5.468438 -2.578923 5.005883 -0.055 -0.088 -0.073 -0.21
Cl 2.567383 -1.127923 2.176650 -0.150 0.172 -0.064 -0.08
Cl 3.664244 -0.336771 -1.431155 0.109 -0.069 0.017 -0.09
Cl -2.732187 -3.192239 -3.217265 0.306 -0.163 -0.245 -0.11
Cl -4.327039 -1.188223 -1.918542 -0.237 1.178 -0.005 -0.07
Cl 2.203405 -1.374571 -3.693850 -0.151 -0.089 -0.135 -0.06
Cl -2.442813 0.033134 -5.092841 0.464 -0.042 -0.287 -0.18
Cl 0.714218 2.977767 -1.511801 -0.111 0.180 -0.020 -0.12
Cl -1.108396 2.597357 4.902350 0.004 -0.098 -0.231 -0.19
Cl -2.100087 -0.629483 6.403325 -0.163 0.184 0.198 -0.18
Cl 1.098937 -0.730473 -7.561445 -0.340 -0.065 0.162 -0.20
Cl 0.484601 -2.811598 6.792143 -0.041 -0.091 -0.079 -0.20
Cl 4.098138 0.794667 -4.049174 0.016 0.323 -0.280 -0.12
Cl 0.817462 2.356213 2.167392 -0.142 -0.061 0.009 -0.09
Cl -2.536219 2.932802 -0.656661 0.040 -0.017 -0.134 -0.18
Cl -1.931819 -1.792901 0.739744 -0.351 -0.349 0.220 -0.27
Cl -5.337743 -3.826068 -2.155215 -0.359 -0.457 -0.044 -0.15
C -0.345612 -2.303394 5.284819 0.257 -0.866 0.021 -0.33
C -1.907155 3.095849 -2.324671 -0.504 -0.283 -0.285 0.04
C 0.088201 -0.722581 -0.701091 0.714 0.485 -0.148 -0.48
C 3.889721 -2.158249 4.274807 0.123 0.167 0.232 -0.31
C -0.775736 -0.504642 -5.573816 -0.376 -0.066 -0.397 -0.19
C -0.695019 -0.868628 5.339052 -0.227 0.210 0.410 -0.16
C -0.571077 -0.267789 -7.076693 0.129 0.462 0.657 -0.52
C 4.138209 -1.521031 2.925620 -0.108 -0.499 0.138 -0.60
C -1.653217 3.019193 3.245624 1.000 0.404 -0.205 -0.43
C 3.720374 -0.663550 -3.173549 -0.140 0.053 0.411 -0.08
C -3.897767 -2.849252 -1.953824 -0.033 -0.421 -0.089 0.29
C -0.597323 3.805758 -2.397848 0.347 0.449 -0.375 -0.64
C -0.489275 3.556115 2.384663 -0.358 -0.110 0.748 -0.37
C -0.672393 -0.567695 0.557646 -0.015 0.337 0.688 0.77
H -0.708290 -1.556926 -5.302453 0.011 0.043 -0.100 0.26
H 4.503843 -1.373976 -3.358790 0.209 -0.227 0.023 0.34
H 0.933779 -0.038919 -0.668002 0.146 -0.064 0.053 -0.10
H -3.454450 -3.099555 -1.011636 0.228 -0.158 0.294 0.02
H -1.285437 -0.806373 -7.683441 -0.006 -0.260 -0.038 0.36
H -2.655792 3.645770 -2.896555 0.049 0.136 0.142 0.40
H -1.223715 -2.926050 5.164400 -0.053 -0.133 -0.008 0.41
H -0.079649 0.061834 -4.968805 0.105 0.101 -0.020 0.19
H 0.347321 -2.496124 4.475476 0.149 -0.021 -0.185 0.14
H -0.041193 4.420085 2.870849 0.013 -0.039 -0.008 0.40
H 0.450079 -1.729360 -0.868067 -0.046 -0.164 -0.086 0.42
H -0.009010 -0.651798 1.413744 0.026 -0.093 0.064 -0.33
H 3.287180 -3.056225 4.194497 0.079 -0.146 -0.068 0.28
H -0.295917 3.868680 -3.446431 0.016 -0.200 0.069 0.37
H -0.982890 -0.502342 4.366572 0.101 0.213 -0.294 -0.03
H -0.838187 3.839962 1.398676 -0.111 -0.076 -0.120 0.09
H 0.144567 -0.335609 5.762699 0.017 0.489 -0.146 0.34
H 4.731310 -0.621665 3.002847 0.020 0.204 0.002 0.34
H 4.620761 -2.233969 2.266443 0.129 0.033 -0.068 0.32
H -1.142420 0.410454 0.596329 -0.087 0.042 -0.009 -0.06
H -1.850794 2.105680 -2.770735 0.048 -0.042 0.268 -0.22
H 3.405019 -1.488945 4.977416 -0.078 0.163 -0.079 0.23
H -2.366689 3.817613 3.417332 -0.222 -0.014 -0.351 0.38
H -2.105048 2.149174 2.779666 -0.118 -0.043 0.127 0.23
H -0.672773 4.838070 -2.058409 0.074 -0.141 0.340 0.35
H -0.664454 0.795224 -7.296166 -0.020 -0.086 0.022 0.31
```
Forces are in eV/Å.

## Properties
Electronic energy, hartree: -8832.51969
HOMO energy, eV: -10.57
Relative energy (zero: lowest compared OMol25 entry of this formula, charge and spin), kJ/mol: 0.0
Gap between HOMO and LUMO, eV: 10.9
SMILES: ClC(Cl)Cl.ClC(Cl)Cl.ClCCCl.ClCCCl.ClCCCl.ClCCCl.ClCCCl.ClCCCl
LUMO level, eV: 0.320

---

(3)
The following is a DFT calculation (ωB97M-V/def2-TZVPD) of a structure of composition C20H25NO4 in a non-equilibrium geometry.

Geometry as XYZ:
```
50
Properties=species:S:1:pos:R:3:forces:R:3:mulliken_charge:R:1
O 1.936203 4.098329 -0.313786 1.984 -5.558 2.982 -0.42
O 1.667005 3.109286 -2.906663 0.824 3.500 5.631 -0.42
O 0.621992 -1.703830 -2.565440 1.082 -0.594 -2.248 -0.71
O 1.640036 1.933581 1.913431 1.116 1.191 -1.324 -0.43
N 0.256091 -2.094660 -0.461130 -2.556 -4.836 6.125 0.04
C -1.954365 -3.410474 -0.829011 0.645 3.404 -6.197 -0.98
C -3.230221 -2.978952 2.032087 -1.119 -0.664 -11.117 -0.62
C -2.758141 -2.218869 -0.346211 -2.172 -1.922 3.573 -1.61
C 1.548616 2.785341 -0.589842 1.388 1.948 11.468 -0.33
C 1.160189 1.010087 -2.011716 -2.234 -3.500 -0.460 -0.64
C 0.798987 0.173362 -0.910536 1.489 -3.958 -10.095 0.70
C -2.071636 -0.959841 1.729581 4.988 4.991 2.558 0.53
C 2.123340 3.246801 2.382742 -9.241 -0.353 -5.012 -0.91
C 1.141402 0.461243 0.298793 -0.940 -6.035 5.541 0.07
C 1.375526 2.828829 -4.205858 11.815 -0.590 1.260 -0.93
C -2.715980 -1.962828 1.268562 -1.712 -2.958 -6.547 0.66
C 1.627779 2.322954 -1.720258 -2.908 -4.668 -14.176 1.36
C 0.679640 -1.395026 -1.413668 -1.443 5.998 -1.238 0.30
C 1.274743 5.062652 -0.862013 -5.241 -1.756 -4.630 -1.25
C -3.143501 -3.075101 3.206269 1.449 5.227 16.146 -0.77
C -2.708466 -1.796508 3.903412 6.334 -1.064 1.025 -0.60
C -0.303489 -3.453350 -0.566531 -4.835 6.734 -6.153 -0.34
C -0.391222 -4.193888 0.485765 6.616 -7.754 11.965 -1.34
C -1.787039 -0.969160 3.206842 -4.921 0.496 -1.611 -0.73
C 1.433794 1.652813 0.492785 2.901 12.060 3.931 -0.43
H 0.215890 4.920212 -1.184103 0.231 -0.165 1.280 0.31
H -0.746539 -3.890620 1.428110 -1.637 1.323 0.628 0.34
H 0.179754 -3.816454 -1.362126 1.371 -1.949 -3.137 0.83
H -2.202944 -1.797094 4.977974 -2.356 -0.411 -1.443 0.26
H -1.549057 -0.157923 1.027900 -1.237 -1.720 1.541 0.36
H 2.948773 3.639173 2.068758 4.921 1.745 -3.643 0.40
H 1.179445 4.032538 2.088873 2.832 -1.855 1.319 0.19
H 1.618751 5.384198 -1.756727 1.776 -0.044 -3.987 0.47
H 0.834638 0.470686 -3.157752 1.453 2.049 3.727 0.15
H 0.851845 -4.150099 1.075189 -2.495 -0.641 -1.592 0.24
H -0.058095 -1.713417 0.424548 0.673 0.594 -0.252 -0.04
H -1.449221 -0.085224 3.739864 0.716 -0.213 -0.284 0.38
H -2.472846 -1.341940 -0.674457 2.292 4.389 -2.132 0.64
H 1.478100 5.895317 -0.469889 0.576 6.508 4.870 0.64
H -2.139903 -3.370791 -2.090874 0.638 -0.127 3.274 0.29
H 0.541990 2.447305 -4.321508 -8.442 -2.959 -1.874 0.49
H 1.142675 -0.215062 1.248599 -0.091 1.051 -1.998 0.34
H -3.696606 -3.794202 1.648898 -1.238 -2.256 -2.539 0.49
H 2.348297 3.229079 3.318477 0.031 -0.928 6.425 0.47
H 1.844314 3.650718 -4.750185 -1.136 -0.047 -0.424 0.24
H -2.544808 -4.208728 -0.572861 -0.362 -2.727 0.953 0.78
H -0.573693 -5.320880 0.579156 0.126 1.641 -1.358 0.25
H -3.523963 -3.628256 3.991233 -1.000 -2.447 0.410 0.50
H 2.193864 1.977768 -4.259823 -1.681 0.755 -1.825 0.31
H -3.813089 -2.187524 -0.742087 0.732 -0.906 0.664 0.47
```
Forces are in eV/Å.

## Properties
Electronic energy, hartree: -1132.15191
HOMO energy, eV: -8.30
Relative energy (zero: lowest compared OMol25 entry of this formula, charge and spin), kJ/mol: 1973.4
Gap between HOMO and LUMO, eV: 8.9
LUMO level, eV: 0.611

---

(4)
The following is a DFT calculation (ωB97M-V/def2-TZVPD) of an isolated molecule of C3H7NOS2 in a non-equilibrium geometry.

Geometry as XYZ:
```
14
Properties=species:S:1:pos:R:3:forces:R:3:mulliken_charge:R:1
S 0.599799 2.256322 -1.125231 -0.220 -0.132 -0.645 -0.16
S 3.062083 0.817625 -0.359828 -1.170 -0.450 0.155 -0.12
O 1.014572 -1.182346 0.422778 0.416 -0.015 0.906 -0.60
N 1.276053 0.861564 -0.433059 1.180 0.836 0.450 -0.09
C -1.052201 -0.031669 -0.102613 0.475 -0.343 1.694 -0.65
C -1.612558 -1.414681 0.449480 1.451 2.036 3.322 -1.18
C 0.506362 -0.136226 0.096502 -1.109 -0.449 -1.953 0.76
H -1.065527 -2.309513 0.134290 0.290 0.629 0.368 0.28
H 1.363560 3.172663 -0.541170 0.178 0.180 0.513 0.14
H -1.356462 0.000618 -1.133053 0.554 0.023 -0.820 0.34
H -1.833026 -1.364452 1.615288 1.142 -0.327 -2.254 0.25
H -1.453376 0.985484 0.269225 0.409 -1.957 0.154 0.39
H -2.549080 -1.515840 0.101217 -3.489 -0.330 -1.550 0.47
H 3.099801 -0.139550 0.606174 -0.106 0.299 -0.339 0.17
```
Forces are in eV/Å.

## Properties
Electronic energy, hartree: -1044.81558
HOMO energy, eV: -8.72
Relative energy (zero: lowest compared OMol25 entry of this formula, charge and spin), kJ/mol: 227.9
Gap between HOMO and LUMO, eV: 9.1
SMILES: CCC(=O)N(S)S
LUMO level, eV: 0.411

---

(5)
The following is a DFT calculation (ωB97M-V/def2-TZVPD) of an isolated molecule of C4H5NO2 in a non-equilibrium geometry.

Geometry as XYZ:
```
12
Properties=species:S:1:pos:R:3:forces:R:3:mulliken_charge:R:1
O -1.584424 -0.190469 2.051284 0.227 -0.218 -0.126 -0.55
O 0.807687 -0.288357 -1.593508 0.328 0.296 -1.347 -0.23
N -0.001685 -0.350438 0.424159 -0.255 -0.070 0.275 0.08
C 0.701150 -1.044177 -0.546578 0.048 -0.765 1.055 -0.21
C 0.090913 1.082752 0.091111 -0.166 0.000 0.169 -0.32
C 0.282270 0.936817 -1.387985 0.007 0.427 0.156 -0.38
C -0.896970 -0.871224 1.321124 -0.072 0.219 0.025 0.13
H -0.827188 1.584737 0.407269 0.156 -0.038 -0.090 0.30
H 0.947693 1.541504 0.630515 -0.182 -0.084 -0.176 0.23
H -0.926967 -1.976398 1.307026 0.038 0.155 0.009 0.27
H 0.803068 -2.114957 -0.614636 -0.102 0.127 -0.040 0.36
H 0.604458 1.690211 -2.089780 -0.027 -0.050 0.090 0.31
```
Forces are in eV/Å.

## Properties
Electronic energy, hartree: -360.53911
HOMO energy (alpha / beta), eV: -7.71 / -7.07
Relative energy (zero: lowest compared OMol25 entry of this formula, charge and spin), kJ/mol: 342.1
Gap between HOMO and LUMO (alpha / beta), eV: 8.4 / 7.6
LUMO level (alpha / beta), eV: 0.657 / 0.528